Record 1
Computed, not measured: a molecular structure, C19H22FeN8O3S4, with ωB97M-V with the def2-TZVPD basis set.

Geometry as XYZ:
```
57
Properties=species:S:1:pos:R:3
Fe 1.22 -0.37 -0.39
N 1.65 -0.28 1.85
N 3.00 -0.17 2.19
C 3.93 -0.34 1.23
N 5.20 -0.31 1.63
N 3.46 -0.53 -0.01
N 4.37 -0.84 -1.01
O 3.89 -1.37 -1.98
O 5.54 -0.52 -0.92
H 1.11 0.52 2.18
H 1.23 -1.13 2.22
H 3.27 -0.08 3.16
H 5.42 -0.20 2.60
H 5.93 -0.33 0.93
S 1.12 0.46 -2.60
C 1.32 1.97 -1.74
C 1.31 3.25 -2.28
C 1.50 4.32 -1.44
C 1.69 4.12 -0.07
C 1.67 2.82 0.39
N 1.48 1.78 -0.41
H 1.17 3.38 -3.35
H 1.50 5.33 -1.83
H 1.84 4.94 0.61
H 1.81 2.61 1.45
N 1.26 -2.33 -1.27
N 1.50 -3.12 -0.08
H 0.51 -2.70 -1.86
H 2.12 -2.30 -1.80
H 1.94 -4.00 -0.33
H 0.60 -3.33 0.33
O -0.48 -0.47 0.35
C -1.87 -0.38 0.17
C -2.48 -1.63 0.77
C -3.77 -2.05 0.74
C -3.99 -3.24 1.47
C -2.85 -3.71 2.05
S -1.52 -2.70 1.71
C -2.22 -0.28 -1.30
C -2.33 -1.32 -2.18
C -2.50 -0.89 -3.52
C -2.52 0.46 -3.63
S -2.34 1.23 -2.12
C -2.36 0.83 0.96
C -3.53 1.51 0.87
C -3.67 2.50 1.88
C -2.61 2.54 2.73
S -1.43 1.37 2.30
H -4.55 -1.51 0.21
H -4.95 -3.73 1.56
H -2.73 -4.60 2.66
H -2.31 -2.35 -1.86
H -2.63 -1.56 -4.36
H -2.66 1.05 -4.52
H -4.27 1.32 0.11
H -4.53 3.16 1.96
H -2.45 3.20 3.56
```

Output
- <S²>: 8.763
- Total charge: +1
- Orbital gap (alpha / beta): 7.858 / 7.223 eV
- HOMO (alpha / beta): -10.76 / -10.76 eV
- Spin multiplicity: 6


Record 2
Computed, not measured: 4 unconnected molecules or ions with the total composition C30H58I2NO2, with ωB97M-V with the def2-TZVPD basis set.

Geometry as XYZ:
```
93
Properties=species:S:1:pos:R:3
C 1.83 2.06 0.82
C 0.33 1.76 0.74
I -0.68 2.52 2.47
C -0.38 2.19 -0.55
C -0.70 3.64 -0.65
C 0.34 4.57 -0.63
C 0.10 5.92 -0.71
C 1.29 6.85 -0.68
O 2.39 6.45 -0.86
O 1.00 8.17 -0.52
C -1.21 6.37 -0.84
C -2.21 5.44 -0.90
N -1.96 4.12 -0.80
C -3.16 3.24 -0.88
C -4.05 3.33 0.38
C -5.34 4.11 0.13
I -4.45 1.39 1.15
H 2.33 1.28 1.38
H 2.02 3.01 1.31
H 2.26 2.13 -0.18
H 0.19 0.69 0.81
H 0.32 1.97 -1.37
H -1.24 1.54 -0.70
H 1.36 4.23 -0.56
H 0.56 8.34 0.33
H -1.45 7.42 -0.95
H -3.24 5.73 -1.04
H -2.85 2.23 -1.10
H -3.72 3.60 -1.74
H -3.48 3.83 1.16
H -6.09 3.86 0.87
H -5.74 3.93 -0.86
H -5.15 5.18 0.24
C 7.43 1.12 -4.11
C 6.31 2.08 -4.50
C 5.61 2.72 -3.31
C 4.93 1.74 -2.35
C 3.87 0.84 -3.00
C 2.70 1.62 -3.58
H 7.06 0.28 -3.53
H 7.93 0.72 -4.99
H 8.18 1.64 -3.51
H 5.58 1.54 -5.12
H 6.71 2.87 -5.13
H 4.88 3.45 -3.67
H 6.34 3.30 -2.74
H 4.46 2.31 -1.55
H 5.69 1.12 -1.87
H 3.50 0.15 -2.24
H 4.32 0.22 -3.77
H 2.23 2.23 -2.79
H 1.94 0.95 -3.98
H 3.00 2.29 -4.38
C -1.21 -4.80 5.69
C -1.15 -4.57 4.19
C -0.05 -3.61 3.76
C -0.17 -2.19 4.33
C -1.49 -1.49 4.02
C -1.73 -1.33 2.52
H -1.44 -3.89 6.24
H -1.98 -5.53 5.95
H -0.25 -5.18 6.06
H -2.12 -4.21 3.83
H -0.99 -5.53 3.68
H -0.02 -3.56 2.66
H 0.92 -4.02 4.06
H 0.65 -1.59 3.94
H -0.03 -2.22 5.42
H -1.49 -0.51 4.50
H -2.32 -2.05 4.46
H -0.92 -0.77 2.06
H -2.66 -0.79 2.32
H -1.80 -2.30 2.02
C -1.14 -7.45 -0.39
C -0.73 -5.99 -0.58
C -1.27 -5.05 0.50
C -2.79 -4.98 0.58
C -3.49 -4.56 -0.71
C -3.08 -3.17 -1.19
H -2.23 -7.57 -0.45
H -0.70 -8.09 -1.15
H -0.82 -7.82 0.59
H -1.05 -5.65 -1.57
H 0.36 -5.93 -0.58
H -0.86 -4.05 0.33
H -0.88 -5.38 1.47
H -3.06 -4.27 1.37
H -3.19 -5.95 0.90
H -4.57 -4.57 -0.54
H -3.30 -5.28 -1.51
H -3.27 -2.43 -0.40
H -3.63 -2.87 -2.08
H -2.01 -3.12 -1.43
```

Output
- Total charge: +1
- Orbital gap: 7.357 eV
- HOMO: -12.07 eV


Record 3
Computed, not measured: a single C5H10O2 molecule, with ωB97M-V with the def2-TZVPD basis set.

Geometry as XYZ:
```
17
Properties=species:S:1:pos:R:3
C -1.55 -0.25 -1.16
C -1.21 0.90 -0.18
C -0.87 0.51 1.24
O 0.14 -0.47 1.22
C 1.22 -0.21 0.57
C 2.24 -1.22 0.24
O -0.09 1.65 -0.69
H -1.47 0.09 -2.19
H -2.58 -0.58 -0.99
H -0.90 -1.12 -1.03
H -2.06 1.60 -0.17
H -1.67 0.17 1.91
H 0.12 2.13 0.13
H 1.43 0.79 0.28
H 1.99 -1.83 -0.64
H 3.13 -0.63 0.00
H 2.41 -1.86 1.10
```

Output
- Orbital gap (alpha / beta): 8.083 / 6.688 eV
- Relative energy (zero: lowest compared OMol25 entry of this formula, charge and spin): 118.5 kcal/mol
- HOMO (alpha / beta): -7.48 / -6.76 eV


Record 4
Computed, not measured: 2 unconnected molecules or ions with the total composition C4H14NO at a distorted geometry, with ωB97M-V with the def2-TZVPD basis set.

Geometry as XYZ:
```
20
Properties=species:S:1:pos:R:3
C 0.29 -0.02 1.64
C -0.08 -0.90 0.45
N -0.64 -0.20 -0.74
C -1.81 0.71 -0.51
C 1.03 -1.86 0.02
H 0.20 -0.66 2.51
H -0.25 0.91 1.73
H 1.32 0.32 1.59
H -0.88 -1.54 0.82
H 0.10 0.37 -1.14
H -0.92 -0.84 -1.49
H -2.59 0.15 -0.01
H -1.49 1.47 0.19
H -2.13 1.07 -1.47
H 1.38 -2.44 0.87
H 1.86 -1.22 -0.30
H 0.73 -2.52 -0.80
H 0.75 2.43 -1.67
H 1.87 2.75 -0.73
O 1.26 2.03 -0.95
```

Output
- Total charge: +1
- Orbital gap: 12.850 eV
- Relative energy (zero: lowest compared OMol25 entry of this formula, charge and spin): 11.8 kcal/mol
- HOMO: -15.98 eV


Record 5
Computed, not measured: a gas-phase ion, C6H12ClN3S (charge +2) at a distorted geometry, with ωB97M-V with the def2-TZVPD basis set.

Geometry as XYZ:
```
23
Properties=species:S:1:pos:R:3
C 2.25 -2.00 -1.96
C 1.68 -1.14 -0.97
N 1.68 0.20 -0.99
S 1.33 1.29 0.21
N -0.39 0.09 0.73
C -1.56 0.88 1.02
C -1.98 1.55 -0.29
C -1.17 1.81 2.21
C -0.18 -1.20 0.73
Cl -1.24 -2.37 1.30
N 0.85 -1.76 -0.04
H 3.44 -2.25 -1.79
H 2.21 -1.55 -2.94
H 1.76 -2.93 -2.14
H 2.25 0.48 -1.90
H -2.41 0.21 1.44
H -1.18 2.02 -0.84
H -2.37 0.98 -1.17
H -2.90 2.17 -0.07
H -0.19 2.50 2.09
H -0.81 1.24 2.96
H -1.86 2.56 2.37
H 0.79 -2.77 0.07
```

Output
- Total charge: +2
- Orbital gap: 7.638 eV
- Relative energy (zero: lowest compared OMol25 entry of this formula, charge and spin): 0.6 kcal/mol
- Structure (SMILES): CC1=[NH+]SN(C(C)C)C(Cl)=[NH+]1
- HOMO: -18.27 eV


Record 6
Computed, not measured: a molecular structure, C4H8O at a distorted geometry, with ωB97M-V with the def2-TZVPD basis set.

Geometry as XYZ:
```
13
Properties=species:S:1:pos:R:3
C -1.93 0.01 0.00
C -0.55 -0.97 0.03
C 0.73 -0.10 0.03
C 0.41 1.45 -0.01
H -2.09 0.71 1.11
H -2.78 -0.77 -0.23
H -1.80 0.80 -1.07
H -0.40 -1.70 -1.17
H -0.53 -1.98 1.03
H 1.25 2.28 -0.36
H -0.68 1.71 -0.50
H 0.25 1.65 1.09
O 1.85 -0.63 -0.02
```

Output
- Orbital gap: 10.297 eV
- Relative energy (zero: lowest compared OMol25 entry of this formula, charge and spin): 118.5 kcal/mol
- HOMO: -9.61 eV


Record 7
Computed, not measured: 12 unconnected molecules or ions with the total composition C42H92O14 at a distorted geometry, with ωB97M-V with the def2-TZVPD basis set.

Geometry as XYZ:
```
148
Properties=species:S:1:pos:R:3
C 2.54 4.80 -0.87
C 2.45 5.94 0.14
C 3.38 5.53 1.31
O 3.12 4.15 1.31
C 2.86 3.64 -0.01
H 3.45 4.95 -1.44
H 1.73 4.56 -1.57
H 1.40 5.97 0.45
H 2.82 6.89 -0.25
H 3.13 5.96 2.27
H 4.43 5.67 1.04
H 1.97 3.01 0.00
H 3.73 3.07 -0.34
C -1.60 5.34 -0.37
C -1.48 3.92 -0.05
C -2.26 3.26 -1.19
O -2.11 4.14 -2.34
C -1.52 5.37 -1.88
H -0.74 5.77 0.15
H -2.53 5.80 -0.04
H -1.70 3.66 0.99
H -0.47 3.52 -0.09
H -3.32 3.31 -0.93
H -1.97 2.24 -1.42
H -2.05 6.21 -2.34
H -0.47 5.24 -2.14
C -4.50 -3.69 0.01
C -3.27 -3.12 -0.71
C -2.59 -2.15 0.22
O -3.39 -2.20 1.42
C -4.09 -3.43 1.48
H -4.73 -4.72 -0.25
H -5.38 -3.12 -0.26
H -3.66 -2.62 -1.60
H -2.68 -4.02 -0.88
H -2.64 -1.16 -0.23
H -1.55 -2.39 0.43
H -4.96 -3.36 2.13
H -3.34 -4.15 1.83
C 5.53 -1.97 -1.13
C 5.97 -0.78 -0.25
C 4.66 -0.04 -0.09
O 4.05 -0.08 -1.40
C 4.42 -1.30 -1.97
H 5.10 -2.87 -0.68
H 6.36 -2.27 -1.76
H 6.75 -0.23 -0.77
H 6.27 -1.25 0.69
H 4.82 1.02 0.13
H 4.05 -0.43 0.73
H 4.74 -1.10 -2.99
H 3.53 -1.91 -2.05
C -6.38 2.08 -1.40
C -6.90 0.69 -1.03
C -5.88 -0.33 -1.56
O -5.02 0.50 -2.39
C -5.68 1.75 -2.74
H -5.74 2.42 -0.59
H -7.24 2.74 -1.53
H -7.90 0.52 -1.43
H -7.09 0.49 0.02
H -6.36 -1.12 -2.14
H -5.36 -0.78 -0.72
H -6.31 1.66 -3.62
H -4.89 2.49 -2.91
C 1.20 2.35 -5.69
C 2.70 2.45 -5.56
C 2.83 2.27 -4.02
O 1.53 2.67 -3.50
C 0.58 3.05 -4.48
H 0.89 1.31 -5.75
H 0.79 2.92 -6.53
H 3.08 3.44 -5.80
H 3.24 1.72 -6.16
H 3.60 2.87 -3.54
H 2.99 1.21 -3.85
H 0.62 4.14 -4.53
H -0.40 2.67 -4.17
C 1.95 2.53 3.88
C 1.17 1.50 4.65
C 2.16 0.40 4.98
O 3.16 0.47 3.95
C 3.31 1.89 3.63
H 1.93 3.52 4.35
H 1.49 2.68 2.90
H 0.34 1.16 4.03
H 0.80 2.00 5.54
H 1.69 -0.58 5.05
H 2.67 0.61 5.92
H 3.68 2.09 2.62
H 4.04 2.29 4.33
C 1.94 -5.08 2.13
C 1.58 -3.91 1.27
C 2.68 -2.85 1.54
O 3.83 -3.72 1.50
C 3.48 -4.99 2.13
H 1.53 -6.04 1.81
H 1.62 -4.86 3.15
H 0.59 -3.53 1.54
H 1.63 -4.21 0.23
H 2.70 -2.47 2.56
H 2.75 -2.07 0.78
H 3.80 -5.09 3.17
H 3.85 -5.77 1.47
C -0.04 -4.09 -3.06
O -1.34 -3.48 -3.34
H 0.23 -3.99 -2.01
H 0.05 -5.13 -3.36
H 0.75 -3.49 -3.53
H -1.27 -2.55 -3.10
C -0.74 -2.65 -6.52
O 0.03 -2.65 -7.74
H -1.21 -3.62 -6.36
H -0.09 -2.40 -5.69
H -1.55 -1.92 -6.47
H 0.56 -1.86 -7.74
C 0.74 0.18 1.04
O 0.38 -0.60 -0.13
C 0.72 0.16 -1.33
C 0.51 -0.66 -2.64
O -0.88 -1.02 -2.97
C -1.68 0.01 -3.55
H 0.37 -0.25 1.97
H 0.31 1.18 0.91
H 1.81 0.25 1.22
H 1.77 0.47 -1.23
H 0.11 1.06 -1.41
H 1.01 -1.62 -2.52
H 0.89 -0.10 -3.50
H -1.51 1.00 -3.13
H -2.75 -0.18 -3.44
H -1.44 0.04 -4.62
C -2.30 -4.09 9.31
O -2.09 -3.65 7.92
C -2.40 -2.26 7.62
C -2.45 -2.03 6.05
O -1.19 -2.36 5.47
C -1.18 -2.18 4.08
H -1.75 -3.47 10.01
H -2.04 -5.14 9.46
H -3.36 -3.98 9.54
H -1.67 -1.62 8.11
H -3.38 -1.98 8.00
H -2.72 -0.98 5.93
H -3.23 -2.67 5.64
H -0.19 -2.50 3.76
H -1.34 -1.15 3.76
H -1.93 -2.81 3.59
```

Output
- <S²>: 0.750
- Total charge: -1
- Orbital gap (alpha / beta): 1.305 / 9.362 eV
- HOMO (alpha / beta): 0.85 / -7.23 eV
- Spin multiplicity: 2


Record 8
Computed, not measured: a single C2H4ClP molecule at a distorted geometry, with ωB97M-V with the def2-TZVPD basis set.

Geometry as XYZ:
```
8
Properties=species:S:1:pos:R:3
Cl 1.24 0.22 2.91
P -0.16 -0.94 1.69
C -0.60 0.31 0.41
C 0.53 -0.62 -0.04
H -0.35 1.41 0.60
H -1.46 0.25 -0.11
H 0.23 -1.41 -0.61
H 1.42 -0.17 0.07
```

Output
- Orbital gap: 10.371 eV
- Relative energy (zero: lowest compared OMol25 entry of this formula, charge and spin): 5.0 kcal/mol
- Structure (SMILES): ClP1CC1
- HOMO: -9.83 eV


Record 9
Computed, not measured: a molecular structure, C26H22N4O3SbSe4Ta, with ωB97M-V with the def2-TZVPD basis set.

Geometry as XYZ:
```
61
Properties=species:S:1:pos:R:3
Ta -1.19 0.39 0.12
C 2.35 -2.69 -2.85
C 2.79 -2.11 -1.67
C 1.87 -1.72 -0.71
C 0.51 -1.90 -0.92
C 0.07 -2.49 -2.10
C 0.98 -2.88 -3.06
N -0.42 -1.47 0.08
C -0.73 -2.41 1.07
C -0.16 -3.66 1.24
C -0.49 -4.40 2.37
C -1.36 -3.88 3.32
C -1.91 -2.62 3.17
C -1.60 -1.90 2.02
N -2.01 -0.60 1.70
N -2.76 0.04 2.66
C -3.17 1.18 2.19
C -3.97 2.08 2.97
C -4.36 3.26 2.45
C -3.98 3.61 1.10
C -3.23 2.74 0.39
N -2.80 1.54 0.91
H 3.06 -3.01 -3.60
H 3.85 -1.97 -1.49
H 2.20 -1.27 0.22
H -1.00 -2.63 -2.25
H 0.63 -3.34 -3.97
H 0.53 -4.06 0.50
H -0.07 -5.39 2.50
H -1.60 -4.46 4.21
H -2.57 -2.19 3.91
H -4.24 1.78 3.98
H -4.96 3.95 3.03
H -4.30 4.53 0.65
H -2.93 2.95 -0.63
C 4.43 1.57 -3.73
O 4.72 2.09 -2.43
C 3.76 2.07 -1.51
C 4.13 2.56 -0.23
C 3.22 2.55 0.78
C 1.91 2.04 0.60
C 0.98 1.99 1.68
C 1.27 2.60 3.01
O -0.14 1.42 1.57
C 1.54 1.58 -0.70
O 0.34 1.14 -0.97
C 2.48 1.61 -1.74
H 5.34 1.65 -4.30
H 3.64 2.15 -4.21
H 4.12 0.52 -3.66
H 5.14 2.93 -0.10
H 3.51 2.92 1.75
H 2.22 2.25 3.41
H 0.47 2.35 3.69
H 1.34 3.69 2.90
H 2.16 1.23 -2.70
Se -5.55 -0.91 -5.27
Sb -4.33 -2.14 -3.73
Se -2.43 0.35 -2.23
Se -3.12 -4.12 -3.95
Se -4.15 -1.07 -1.44
```

Output
- Orbital gap: 5.361 eV
- Relative energy (zero: lowest compared OMol25 entry of this formula, charge and spin): 0.0 kcal/mol
- HOMO: -6.87 eV


Record 10
Computed, not measured: a single C4H4OS molecule at a distorted geometry, with ωB97M-V with the def2-TZVPD basis set.

Geometry as XYZ:
```
10
Properties=species:S:1:pos:R:3
C 2.04 -0.45 0.03
C 0.63 -0.25 -0.06
C -0.58 -0.09 0.10
C -1.97 0.12 0.05
O -2.40 1.41 0.00
S -3.14 -1.04 0.00
H 2.42 -0.18 0.99
H 2.57 0.13 -0.77
H 2.08 -1.59 -0.21
H -1.65 1.96 -0.13
```

Output
- Orbital gap: 8.266 eV
- Relative energy (zero: lowest compared OMol25 entry of this formula, charge and spin): 48.3 kcal/mol
- Structure (SMILES): CC#CC(O)=S
- HOMO: -8.70 eV


Record 11
Computed, not measured: a single C20H24N2O3S molecule at a distorted geometry, with ωB97M-V with the def2-TZVPD basis set.

Geometry as XYZ:
```
50
Properties=species:S:1:pos:R:3
C 4.06 2.54 0.67
C 3.76 1.05 0.82
N 2.51 0.74 0.15
C 1.45 0.19 0.79
O 1.46 -0.10 1.96
C 0.23 -0.02 -0.12
C -0.38 1.33 -0.51
C -1.60 1.10 -1.41
N -2.58 0.25 -0.77
S -3.59 1.02 0.33
O -3.10 0.94 1.68
O -3.88 2.32 -0.21
C -5.04 -0.01 0.18
C -5.70 -0.05 -1.03
C -6.83 -0.84 -1.17
C -7.28 -1.59 -0.09
C -6.61 -1.55 1.12
C -5.48 -0.75 1.26
C -2.06 -1.02 -0.30
C -0.83 -0.86 0.59
C 4.84 0.12 0.30
C 5.88 0.54 -0.51
C 6.81 -0.38 -0.97
C 6.71 -1.72 -0.64
C 5.66 -2.14 0.17
C 4.74 -1.23 0.63
H 5.00 2.79 1.16
H 3.27 3.12 1.14
H 4.12 2.82 -0.38
H 3.58 0.83 1.88
H 2.46 0.92 -0.84
H 0.57 -0.54 -1.03
H -0.71 1.85 0.40
H 0.34 1.97 -1.02
H -1.29 0.62 -2.34
H -2.10 2.04 -1.63
H -5.33 0.56 -1.84
H -7.35 -0.88 -2.11
H -8.15 -2.21 -0.20
H -6.96 -2.13 1.96
H -4.94 -0.69 2.19
H -1.81 -1.62 -1.19
H -2.86 -1.52 0.24
H -0.43 -1.83 0.85
H -1.12 -0.35 1.51
H 5.99 1.58 -0.78
H 7.63 -0.04 -1.60
H 7.43 -2.43 -1.00
H 5.57 -3.18 0.43
H 3.92 -1.55 1.27
```

Output
- Orbital gap: 9.739 eV
- Relative energy (zero: lowest compared OMol25 entry of this formula, charge and spin): 35.7 kcal/mol
- Structure (SMILES): C[C@@H](NC(=O)C1CCN(S(=O)(=O)c2ccccc2)CC1)c1ccccc1
- HOMO: -9.10 eV